12 unconnected molecules or ions with the total composition C43H117N7O12 in a non-equilibrium geometry. Source: the Open Molecules 2025 dataset; level of theory: ωB97M-V/def2-TZVPD.

Summary:
Relative energy (zero: lowest compared OMol25 entry of this formula, charge and spin) in kcal/mol: 53.2
Spin multiplicity: 1
SMILES: COC[C@H](C)N.COC[C@H](C)N.COC[C@H](C)N.COC[C@H](C)N.COC[C@H](C)N.COC[C@H](C)N.COC[C@H](C)N.CC(C)O.CC(C)O.CC(C)O.CC(C)O.CC(C)O
HOMO-LUMO gap in eV: 9.150

Last column: Mulliken charge in e.
Positions of all 179 atoms, in Å:
C1 1.8097 0.6039 7.2898  -0.3702
O1 0.6552 -0.1313 6.9106  -0.5140
C2 0.8254 -0.7561 5.5895  -0.2088
C3 -0.4868 -1.4025 5.1863  1.2198
C4 -0.8685 -2.4398 6.2336  -1.6120
N1 -0.3413 -1.8248 3.7771  -0.4043
H1 2.7022 -0.0709 7.2596  0.2681
H2 1.6740 1.1151 8.2143  0.3202
H3 1.9537 1.3824 6.4904  -0.1058
H4 1.1394 0.0624 4.8808  -0.3279
H5 1.6192 -1.4932 5.5805  0.6332
H6 -1.3005 -0.5846 5.2413  -0.4606
H7 -0.0605 -3.2193 6.2939  0.3091
H8 -1.7869 -2.9675 6.0293  0.4443
H9 -0.9535 -1.9779 7.1964  0.3783
H10 -0.2149 -1.0345 3.1469  -0.0840
H11 -1.1101 -2.3841 3.3821  0.2843
C5 -0.5233 2.4304 -6.1383  -0.9137
O2 -0.7299 1.0417 -6.1963  -0.0971
C6 0.2721 0.4433 -6.9836  -0.7759
C7 -0.0564 -1.0534 -7.2883  1.0137
C8 1.0643 -1.8458 -7.9713  -1.5972
N2 -1.3141 -1.0473 -8.0924  -0.7486
H12 -0.5869 2.8038 -7.1711  0.3276
H13 0.4741 2.6877 -5.7864  0.2784
H14 -1.3049 2.8227 -5.5214  0.2740
H15 0.4283 0.9230 -7.9661  0.4913
H16 1.2751 0.4369 -6.4234  0.1779
H17 -0.3131 -1.5784 -6.3771  -0.1509
H18 0.6788 -2.8890 -8.1412  0.3418
H19 2.0516 -1.8141 -7.5312  0.3667
H20 1.2718 -1.4211 -8.9543  0.3782
H21 -2.0049 -0.4451 -7.5263  0.3269
H22 -1.1632 -0.5008 -8.9284  0.3175
C9 0.8904 -5.5315 2.6611  -0.4473
O3 0.9372 -6.9088 2.3975  -0.3982
C10 1.4158 -7.2277 1.0965  -0.6582
C11 1.2826 -8.6659 0.8809  0.4075
C12 1.8746 -9.0919 -0.5054  -1.4375
N3 -0.1033 -9.1134 1.0392  -0.6003
H23 0.0775 -5.0050 2.0514  0.0973
H24 1.8244 -4.9995 2.4037  0.2981
H25 0.6152 -5.4460 3.7438  0.2030
H26 0.8464 -6.6851 0.3769  0.2130
H27 2.4385 -6.9738 0.9777  0.5637
H28 1.8079 -9.1869 1.7144  0.2097
H29 2.9270 -8.8713 -0.5857  0.3808
H30 1.2022 -8.6557 -1.2550  0.3002
H31 1.8283 -10.1492 -0.7105  0.4067
H32 -0.1065 -10.0974 0.8339  0.2310
H33 -0.4996 -8.9501 1.9847  0.2363
C13 6.0178 3.8076 1.7664  -0.6210
O4 5.4730 2.9693 2.7753  -0.1305
C14 5.6270 3.3532 4.0990  -1.0330
C15 4.4281 2.8799 4.8903  0.9823
C16 3.1986 3.6661 4.4144  -1.3913
N4 4.6213 3.1081 6.2811  -0.6045
H34 5.6962 3.2606 0.8362  -0.0482
H35 7.0715 3.8998 1.8996  0.3758
H36 5.5449 4.8133 1.6552  0.3204
H37 6.6203 3.0448 4.5497  0.2822
H38 5.5253 4.4103 4.1937  0.4041
H39 4.2558 1.8201 4.6853  -0.1458
H40 3.0480 3.4625 3.3790  0.2916
H41 3.4133 4.7256 4.4273  0.4380
H42 2.2639 3.3622 4.8601  0.3119
H43 4.4139 4.0705 6.5270  0.2643
H44 5.5488 2.8590 6.6479  0.2500
C17 -0.1247 -0.7782 -3.2616  1.2862
O5 -1.4463 -0.3619 -3.1322  0.0739
C18 -2.2528 -0.8107 -4.2282  -0.3825
C19 -3.6995 -0.8852 -3.6844  -0.0722
C20 -4.2567 0.5301 -3.5185  -1.1140
N5 -3.7626 -1.6307 -2.4079  -0.3617
H45 0.3604 -0.5335 -4.1970  -0.1636
H46 -0.1580 -1.8891 -3.1553  0.3018
H47 0.4047 -0.2737 -2.5120  -1.2946
H48 -2.0533 -0.1184 -4.9942  0.1222
H49 -1.8877 -1.7613 -4.6584  0.3473
H50 -4.2837 -1.4197 -4.4021  0.5487
H51 -5.2521 0.3430 -2.9999  0.3109
H52 -4.4957 0.9928 -4.4863  0.3892
H53 -3.7182 1.2533 -2.9160  -0.0707
H54 -3.0607 -1.4657 -1.6691  0.0019
H55 -3.8938 -2.6730 -2.4458  0.2112
C21 3.3501 0.2276 2.3394  -0.4142
O6 2.9226 0.0520 0.9499  -0.1582
C22 3.8988 -0.3828 0.0418  -1.4168
C23 3.3491 -0.6060 -1.3024  2.9909
C24 2.5889 -1.9128 -1.2689  -1.8777
N6 4.3525 -0.6421 -2.3283  -0.6495
H56 2.4790 0.4939 2.9368  -0.1365
H57 4.1036 0.9948 2.5017  0.1320
H58 3.6514 -0.7813 2.6519  0.3624
H59 4.7152 0.3836 0.0363  0.2414
H60 4.2801 -1.3134 0.4254  0.3737
H61 2.6791 0.2324 -1.5323  -1.3795
H62 2.4042 -2.2161 -2.2816  0.7210
H63 1.7450 -1.8068 -0.6604  0.0141
H64 3.1398 -2.7000 -0.7504  0.4262
H65 5.2597 -0.7378 -1.8265  0.2813
H66 4.2229 -1.5124 -2.8411  0.2725
C25 -0.7962 3.5025 -2.0238  -0.4758
O7 -1.3848 3.3192 -0.7327  -0.1551
C26 -1.6657 1.9335 -0.4365  0.1289
C27 -0.4781 1.0446 -0.2844  2.6146
C28 -0.9366 -0.3657 0.1740  -0.4300
N7 0.3791 1.6173 0.7454  0.6489
H67 0.2408 3.0884 -2.1125  -0.1181
H68 -0.7912 4.6001 -2.1715  0.2982
H69 -1.4469 3.0706 -2.7577  0.2914
H70 -2.2180 1.8519 0.5336  -0.0865
H71 -2.2513 1.5263 -1.2233  -0.6578
H72 -0.0208 0.8968 -1.2720  -1.1816
H73 -0.1393 -1.1222 0.3848  0.0873
H74 -1.5297 -0.7621 -0.6756  -1.4529
H75 -1.4518 -0.2638 1.0989  0.6312
H76 1.1163 0.9889 0.9547  -0.4443
H77 0.7224 2.5799 0.4468  0.1884
C29 -7.3728 0.2532 -0.2091  -1.6235
C30 -5.8748 0.2277 0.0047  1.1386
C31 -5.6197 0.6806 1.4358  -1.1908
O8 -5.4105 -1.0963 -0.1460  -0.6303
H78 -7.7217 -0.1275 -1.1607  0.3743
H79 -7.6527 1.3020 -0.1308  0.4021
H80 -7.9023 -0.2965 0.5414  0.3893
H81 -5.4165 0.9091 -0.7643  -0.0244
H82 -6.2842 0.0188 2.0414  0.4157
H83 -5.8275 1.7855 1.5076  0.3148
H84 -4.5365 0.4216 1.6979  0.0700
H85 -5.0081 -1.2239 -1.0019  0.4637
C32 -4.0286 7.7002 0.9792  -1.3376
C33 -3.3830 6.6446 0.1229  0.7607
C34 -2.7944 7.1658 -1.1265  -1.2996
O9 -2.3320 6.0346 1.0028  -0.5778
H86 -5.0357 7.8956 0.6508  0.3849
H87 -3.4013 8.6166 0.9306  0.2903
H88 -4.2120 7.3996 2.0495  0.3210
H89 -4.0808 5.8842 -0.1258  0.2912
H90 -3.5442 7.6884 -1.6861  0.4308
H91 -2.5520 6.3747 -1.7966  0.2097
H92 -2.0216 7.9271 -1.0556  0.3465
H93 -2.4471 5.0903 0.9734  0.1306
C35 -2.5084 -6.5233 -0.0034  -1.1813
C36 -2.4827 -5.4500 -1.0503  1.1972
C37 -1.7803 -5.7834 -2.2677  -1.2165
O10 -3.8057 -5.0533 -1.3830  -0.6489
H94 -3.2917 -6.3462 0.7247  0.4366
H95 -1.6078 -6.6567 0.5161  0.0882
H96 -2.7143 -7.4785 -0.5257  0.2878
H97 -2.0642 -4.5485 -0.5269  -0.1363
H98 -1.7128 -4.8592 -2.8034  0.1797
H99 -2.3729 -6.6119 -2.7309  0.3683
H100 -0.7968 -6.1917 -2.0926  0.2590
H101 -4.2582 -4.6304 -0.6082  0.3326
C38 -2.0140 3.1485 3.3843  -1.5871
C39 -0.8505 2.6485 4.2415  1.2597
C40 -1.2965 2.0923 5.5967  -1.5375
O11 -0.2017 1.5757 3.5328  0.1867
H102 -2.6786 3.7449 3.9745  0.5566
H103 -2.5747 2.2894 3.1334  0.3079
H104 -1.8077 3.6421 2.4555  0.1618
H105 -0.1480 3.4902 4.3605  0.1254
H106 -0.4373 1.6012 6.0008  0.3536
H107 -2.0625 1.3330 5.4647  0.2820
H108 -1.4974 2.9268 6.3104  0.4106
H109 0.0102 1.9269 2.6670  -0.1372
C41 4.9320 3.6432 -3.8391  -1.6192
C42 4.2383 2.6486 -2.8474  0.7531
C43 3.3525 3.4035 -1.8691  -0.5345
O12 3.4399 1.7608 -3.5981  -0.5105
H110 5.7332 3.1681 -4.4786  0.3523
H111 5.4680 4.3504 -3.1932  0.3875
H112 4.3135 4.1224 -4.5581  0.3658
H113 5.0126 2.0424 -2.3667  0.1510
H114 2.5743 4.0926 -2.2899  0.3158
H115 4.0075 4.0206 -1.1578  0.2595
H116 2.8515 2.6310 -1.2790  -0.1823
H117 3.7800 0.9311 -3.3968  0.3255